Entry 1:
C19H31NO2 | the ωB97M-V functional and the def2-TZVPD basis

E_LUMO = 0.87 eV
Energy relative to the best compared isomer or geometry (same formula, charge and spin) = 157.1 kJ/mol
Highest occupied orbital energy = -0.307 hartree
SMILES string = Cc1cccc(C(C)(C)C)c1OCCOCCN1CCCC1
Total energy = -25790.601 eV
Orbital gap = 9.22 eV

Each line ends with the Löwdin charge.
Atoms and positions in Å:
C -0.4540 0.0781 2.9649  -0.02
C -1.0595 0.4146 1.6333  -0.19
C -2.2596 -0.1904 1.2883  -0.06
C -2.8918 0.1188 0.1037  -0.09
C -2.3392 1.0663 -0.7372  -0.04
C -1.1409 1.7020 -0.4383  -0.09
C -0.5867 2.7875 -1.3570  -0.53
C -0.5023 4.1049 -0.5736  -0.03
C -1.4764 3.0358 -2.5815  -0.07
C 0.8026 2.3922 -1.8757  -0.03
C -0.4810 1.3375 0.7520  -0.17
O 0.7037 1.9883 1.0512  -0.08
C 1.8668 1.2485 1.3755  -0.15
C 2.0828 0.0213 0.4890  -0.19
O 2.8740 -0.9085 1.2056  -0.13
C 3.0265 -2.1435 0.5481  -0.20
C 1.7924 -3.0522 0.6342  -0.17
N 0.6558 -2.5631 -0.1131  -0.19
C 0.7695 -2.6152 -1.5585  -0.19
C -0.6479 -2.2756 -2.0030  -0.16
C -1.5148 -3.0315 -0.9899  -0.15
C -0.5882 -3.2478 0.2160  -0.18
H -0.0974 0.9770 3.4641  0.09
H -1.2027 -0.3911 3.6005  0.08
H 0.3773 -0.6181 2.8540  0.08
H -2.7068 -0.8996 1.9707  0.11
H -3.8278 -0.3535 -0.1577  0.10
H -2.8677 1.3041 -1.6444  0.10
H -0.1041 4.8926 -1.2101  0.08
H 0.1410 3.9963 0.2926  0.08
H -1.4931 4.4011 -0.2345  0.09
H -2.4749 3.3521 -2.2895  0.08
H -1.5475 2.1488 -3.2075  0.08
H -1.0389 3.8322 -3.1806  0.08
H 1.5274 2.3830 -1.0708  0.07
H 0.7680 1.4047 -2.3329  0.09
H 1.1350 3.1077 -2.6253  0.09
H 2.6841 1.9662 1.2574  0.13
H 1.8681 0.9135 2.4171  0.11
H 2.5898 0.2916 -0.4497  0.13
H 1.1108 -0.4240 0.2448  0.11
H 3.8546 -2.6401 1.0617  0.12
H 3.3117 -1.9840 -0.5009  0.12
H 2.0913 -4.0673 0.3056  0.12
H 1.4934 -3.1098 1.6846  0.13
H 1.5038 -1.8930 -1.9170  0.11
H 1.0630 -3.6205 -1.9122  0.13
H -0.8464 -2.5692 -3.0319  0.11
H -0.8108 -1.2023 -1.9012  0.09
H -2.3965 -2.4556 -0.7191  0.08
H -1.8405 -3.9890 -1.3961  0.10
H -0.9942 -2.8179 1.1342  0.10
H -0.4195 -4.3242 0.3839  0.12

***

Entry 2:
C19H31OSi | the ωB97M-V functional and the def2-TZVPD basis

Net charge = +1
E_LUMO = -5.76 eV
Energy relative to the best compared isomer or geometry (same formula, charge and spin) = 0.0 kJ/mol
Highest occupied orbital energy = -0.395 hartree
Total energy = -30124.553 eV
Orbital gap = 4.99 eV

Each line ends with the Löwdin charge.
Atoms and positions in Å:
C -0.7497 -0.3090 2.8657  -0.05
C 0.2972 0.1377 1.9319  0.06
C 1.6795 -0.0347 2.2611  -0.11
C 2.5666 1.0918 2.3981  -0.17
C 2.0600 2.5028 2.3621  -0.02
C 3.9028 0.8951 2.7141  0.02
C 4.4292 -0.3800 2.9495  -0.21
C 5.8883 -0.5472 3.2386  -0.02
C 3.5485 -1.4661 2.9349  0.02
C 2.2043 -1.3241 2.6167  -0.17
C 1.3276 -2.5372 2.7201  -0.03
H -1.6122 0.3624 2.8016  0.10
H -1.1147 -1.3258 2.6717  0.09
H -0.3579 -0.2991 3.8935  0.12
H 0.0334 0.9522 1.2551  0.11
H 2.9214 3.1771 2.4442  0.09
H 1.5150 2.7531 1.4442  0.10
H 1.4040 2.7246 3.2173  0.10
H 4.5506 1.7706 2.8108  0.14
H 6.1380 -1.6096 3.3085  0.09
H 6.4841 -0.0984 2.4373  0.10
H 6.1760 -0.0576 4.1749  0.10
H 3.9212 -2.4637 3.1989  0.13
H 1.9694 -3.4244 2.8230  0.09
H 0.6910 -2.5062 3.6205  0.10
H 0.6854 -2.6791 1.8383  0.09
C -0.6625 2.1194 -4.8392  -0.16
Si -1.9893 1.0575 -4.1067  0.45
C -3.3638 2.0436 -3.3366  -0.16
C -2.7166 -0.0667 -5.4169  -0.16
O -1.1452 0.2212 -2.8703  -0.11
C -1.6667 -0.4366 -1.8352  -0.33
C -1.1791 -0.4347 -0.5457  -0.03
C -2.1614 -1.0897 0.3427  -0.23
C -3.3322 -1.5409 -0.5570  -0.15
C -2.9227 -1.2606 -2.0052  -0.12
H -1.1172 2.9510 -5.3978  0.04
H -0.0138 2.5310 -4.0621  0.04
H -0.0402 1.5407 -5.5344  0.04
H -3.6157 2.8627 -4.0254  0.04
H -4.2732 1.4539 -3.1719  0.03
H -3.0608 2.4852 -2.3797  0.04
H -3.2098 0.5791 -6.1629  0.05
H -1.9387 -0.6373 -5.9402  0.04
H -3.4674 -0.7643 -5.0358  0.03
H -0.2283 -0.0075 -0.2705  0.08
H -1.7185 -1.9621 0.8593  0.10
H -2.5437 -0.4307 1.1324  0.09
H -3.5499 -2.6025 -0.3959  0.11
H -4.2233 -0.9662 -0.2912  0.11
H -3.7240 -0.7419 -2.5553  0.10
H -2.6951 -2.2089 -2.5310  0.14

***

Entry 3:
C19H32BrN2O3 | the ωB97M-V functional and the def2-TZVPD basis

Net charge = +1
E_LUMO = -2.32 eV
Energy relative to the best compared isomer or geometry (same formula, charge and spin) = 1845.8 kJ/mol
Highest occupied orbital energy = -0.381 hartree
Total energy = -99361.612 eV
Orbital gap = 8.04 eV

Each line ends with the Löwdin charge.
Atoms and positions in Å:
C -2.0489 -3.4912 -2.5150  -0.11
C -2.0504 -3.2744 -4.1058  -0.26
C -0.6903 -2.9775 -4.6847  -0.16
C -0.1032 -1.5162 -4.1138  -0.17
H 0.7290 -0.9433 -4.8846  0.18
H -0.9735 -0.6875 -3.8459  0.16
O 0.4090 -1.6666 -2.8412  -0.15
C 1.1484 -0.9259 -1.9651  -0.13
C 1.6644 -1.4392 -0.7609  -0.62
C 2.0853 -0.6388 0.1422  -0.25
C 1.9930 0.5862 0.2418  -0.30
C 1.6001 1.2474 -0.9412  0.07
C 1.1503 0.6312 -2.2470  -0.22
O 0.5120 0.9282 -3.2636  -0.03
C 0.7956 2.4091 -3.5355  0.06
H 1.5823 2.8036 -3.4115  -0.03
H -0.0131 3.0977 -2.9709  0.15
H 0.2401 2.6072 -4.5512  0.14
H 1.5306 2.2028 -1.2050  0.04
C 2.3413 1.5818 1.2798  -0.14
H 2.2539 2.6585 1.0750  0.14
H 3.3972 1.5672 1.4829  0.12
N 1.7452 1.0613 2.5322  -0.09
H 0.1788 1.0144 2.5150  0.02
H 2.4142 0.0842 2.8050  0.25
C 1.9164 1.9868 3.5624  -0.32
C 0.8549 1.8066 4.5424  -0.16
H 1.0328 0.4668 5.0225  0.21
H 0.8389 2.3666 5.5802  0.15
C -0.6325 1.8475 4.0322  -0.11
N -0.6859 0.9266 2.8938  -0.13
C -1.5408 1.6669 1.8940  -0.01
C -1.7371 0.7348 0.6033  -0.31
O -2.0659 -0.4171 0.8433  -0.01
C -1.1985 -1.0660 1.7838  -0.09
H -1.6135 -2.3430 2.0338  0.26
C -0.9764 -0.3906 3.0892  -0.12
H -0.7079 -0.8359 3.8099  0.02
H -2.1585 -0.3845 3.6061  0.23
H -0.2878 -1.2365 1.5157  0.03
H -2.6261 1.2091 -0.1839  0.23
H -0.9654 0.8269 0.2752  -0.04
H -1.3631 2.7348 1.7005  0.13
H -2.6865 1.8254 2.2966  0.19
H -1.2430 1.5447 4.9384  0.17
H -0.7068 2.8511 3.6616  0.12
H 1.6857 3.1221 3.1482  0.19
H 2.8687 2.0812 3.8849  0.09
H 2.6134 -1.2394 1.0827  0.17
Br 1.5061 -3.3132 -0.4753  0.81
H 0.0653 -3.6660 -4.4221  0.10
H -0.7909 -2.7546 -5.6731  0.06
H -2.3184 -4.2578 -4.5985  0.11
H -2.8741 -2.3672 -4.2594  0.16
H -3.0319 -3.8430 -2.2385  0.05
H -1.4099 -4.3033 -2.2452  0.04
H -1.6525 -2.5002 -1.9356  0.11

***

Entry 4:
C19H32N2O5 | the ωB97M-V functional and the def2-TZVPD basis

E_LUMO = 0.69 eV
Energy relative to the best compared isomer or geometry (same formula, charge and spin) = 363.1 kJ/mol
Highest occupied orbital energy = -0.338 hartree
SMILES string = CCO[C@H]1CC[C@@H]1C(=O)N[C@@H]1C[C@H](C(=O)NC2(CCOC)CC2)C[C@H]1O
Total energy = -33439.423 eV
Orbital gap = 9.89 eV

Each line ends with the Löwdin charge.
Atoms and positions in Å:
C 0.6677 -2.3788 0.1557  -0.08
C 0.6748 -3.0030 -1.2242  -0.25
O -0.6338 -3.1995 -1.7488  -0.10
C -1.2496 -2.0650 -2.2970  -0.30
C -1.9146 -2.2606 -3.6692  -0.09
C -3.1010 -1.4065 -3.1729  -0.11
C -2.6448 -1.6680 -1.7279  -0.15
C -2.6697 -0.5139 -0.7591  -0.44
O -2.8416 0.6452 -1.1106  0.06
N -2.4029 -0.8437 0.5256  0.13
C -2.2192 0.1370 1.5747  -0.24
C -1.2324 1.2660 1.2335  -0.06
C -0.3878 1.5000 2.5264  -0.19
C 1.0361 1.0571 2.2371  -0.44
O 1.4473 -0.0617 2.4812  0.09
N 1.8045 2.0008 1.6141  0.14
C 3.0119 1.6368 0.9196  -0.46
C 2.7853 0.8474 -0.3509  -0.07
C 1.9862 1.6225 -1.3970  -0.21
O 0.7950 0.9207 -1.6993  -0.22
C -0.0292 1.6539 -2.5844  -0.10
C 4.1301 2.6377 0.9870  -0.06
C 4.2080 1.3511 1.7665  -0.06
C -1.0464 0.6377 3.6058  -0.08
C -1.6363 -0.5265 2.8221  -0.35
O -2.5558 -1.3444 3.5201  0.00
H 1.6803 -2.3119 0.5571  0.08
H 0.2540 -1.3700 0.1280  0.05
H 0.0730 -2.9840 0.8431  0.08
H 1.2620 -2.3912 -1.9191  0.12
H 1.1255 -3.9956 -1.1934  0.12
H -0.5674 -1.2087 -2.2852  0.14
H -1.3673 -1.9324 -4.5518  0.11
H -2.1911 -3.3092 -3.7825  0.12
H -2.9899 -0.3498 -3.4115  0.10
H -4.1042 -1.7285 -3.4423  0.11
H -3.1082 -2.5607 -1.3028  0.16
H -2.3214 -1.8169 0.7723  0.14
H -3.1907 0.5757 1.8393  0.16
H -0.5994 0.9725 0.3936  0.10
H -1.7613 2.1642 0.9240  0.12
H -0.3786 2.5560 2.8019  0.14
H 1.3420 2.8498 1.3303  0.14
H 3.7511 0.5378 -0.7537  0.12
H 2.2347 -0.0620 -0.1042  0.10
H 1.7291 2.6254 -1.0253  0.12
H 2.5656 1.7694 -2.3176  0.13
H -0.9597 1.1059 -2.7082  0.07
H -0.2691 2.6390 -2.1671  0.09
H 0.4626 1.7922 -3.5542  0.09
H 4.7533 2.7459 0.1097  0.10
H 3.9556 3.5500 1.5408  0.10
H 4.0707 1.3982 2.8364  0.11
H 4.8858 0.5817 1.4243  0.11
H -0.3467 0.3049 4.3698  0.13
H -1.8550 1.1962 4.0888  0.13
H -0.8218 -1.1893 2.5229  0.14
H -3.2950 -0.7971 3.8084  0.09

***

Entry 5:
C19H32N2O5PtSi2 | the ωB97M-V functional and the def2-TZVPD basis

E_LUMO (alpha / beta) = -0.27 / -1.93 eV
Spin multiplicity = 5
Highest occupied orbital energy (alpha / beta) = -0.243 / -0.314 hartree
Total energy = -52440.347 eV
Orbital gap (alpha / beta) = 6.33 / 6.62 eV

Each line ends with the Löwdin charge.
Atoms and positions in Å:
Pt -0.2402 0.0267 -0.1511  1.36
N 0.0195 -0.6197 -2.5379  -0.03
C 0.7042 0.4889 -3.1860  -0.16
C 0.2738 1.8127 -2.5832  -0.54
O 0.5651 2.8648 -3.1290  0.04
N -0.4445 1.7166 -1.4135  -0.16
C -0.7038 2.8918 -0.7754  -0.07
C 1.4660 3.1305 0.6286  -0.47
O 1.2642 4.2014 1.0308  0.19
O 1.8996 2.0759 0.4118  0.14
H 0.4665 -1.5145 -2.6892  0.04
H -0.9447 -0.6894 -2.8421  0.08
H 0.5343 0.5362 -4.2650  0.13
H 1.7802 0.3903 -3.0262  0.13
H -1.3831 2.8715 0.0619  0.06
H -0.5664 3.8117 -1.3273  0.08
C -4.1163 0.9911 1.9346  0.00
C -2.6656 0.6118 1.8006  -0.35
O -2.2021 0.6850 0.6529  -0.10
C -1.9037 0.1981 2.9602  -0.10
C -2.5750 0.0121 4.1897  -0.04
C -1.9122 -0.3584 5.3279  -0.08
C -0.5237 -0.5541 5.2674  -0.06
C 0.1647 -0.3754 4.0989  0.00
C -0.4947 0.0203 2.9090  -0.33
O 0.2555 0.2128 1.8641  -0.22
H -4.4723 1.3405 0.9704  0.09
H -4.2500 1.7688 2.6851  0.10
H -4.7040 0.1249 2.2405  0.09
H -3.6451 0.1554 4.2294  0.10
H -2.4458 -0.4922 6.2572  0.10
H 0.0132 -0.8530 6.1586  0.11
H 1.2343 -0.5161 4.0439  0.12
C 2.0277 -2.9122 -1.3853  -0.19
Si 0.9968 -3.0257 0.1883  0.40
C 0.6870 -4.8564 0.4931  -0.18
C 2.0678 -2.3961 1.5866  -0.18
C -0.6548 -2.1270 0.0949  -0.45
Si -2.0745 -2.8576 -0.8807  0.41
C -1.5933 -3.4465 -2.6092  -0.18
C -2.7502 -4.3447 0.0496  -0.18
C -3.4841 -1.6273 -1.0610  -0.18
H 2.8965 -3.5613 -1.2594  0.04
H 2.4071 -1.9051 -1.5639  0.03
H 1.5087 -3.2579 -2.2790  0.01
H 1.6297 -5.3632 0.7073  0.03
H 0.2409 -5.3420 -0.3754  0.02
H 0.0216 -5.0120 1.3421  0.03
H 3.0528 -2.8634 1.5355  0.04
H 1.6235 -2.6486 2.5512  0.03
H 2.1957 -1.3151 1.5632  0.02
H -1.0462 -2.0464 1.1216  0.01
H -0.5604 -3.7845 -2.6751  0.01
H -1.7530 -2.6921 -3.3803  0.02
H -2.2219 -4.2995 -2.8711  0.04
H -2.0910 -5.2077 -0.0189  0.01
H -3.7203 -4.6325 -0.3600  0.03
H -2.8883 -4.1170 1.1071  0.03
H -3.1296 -0.6135 -1.2535  0.01
H -4.0772 -1.5899 -0.1457  0.03
H -4.1503 -1.9182 -1.8746  0.03

***

Entry 6:
C19H32N7O4OsS | the ωB97M-V functional and the def2-TZVPD basis

Net charge = +3
E_LUMO = -9.51 eV
Energy relative to the best compared isomer or geometry (same formula, charge and spin) = 152.6 kJ/mol
Highest occupied orbital energy = -0.588 hartree
Total energy = -52117.843 eV
Orbital gap = 6.50 eV

Each line ends with the Löwdin charge.
Atoms and positions in Å:
Os 1.0034 -0.8642 -0.3964  1.24
C 2.8836 -2.0130 1.9237  -0.17
C 1.6092 -2.8531 1.9245  -0.15
N 0.4817 -2.3850 1.0360  -0.17
C -0.1689 -3.5120 0.2943  -0.16
C 0.3151 -3.5546 -1.1431  -0.17
N 0.0233 -2.2294 -1.7487  -0.20
C 0.4221 -2.0801 -3.1808  -0.16
C 1.8829 -1.7047 -3.3552  -0.17
C 2.2924 -0.2465 -3.1687  -0.15
N 1.8394 0.4335 -1.8991  -0.17
C 2.9253 1.2428 -1.2574  -0.16
C 3.5075 0.5101 -0.0627  -0.17
N 2.3869 0.2095 0.8652  -0.20
C 2.7675 -0.5117 2.1171  -0.16
H 3.4485 -2.2121 1.0119  0.08
H 3.5042 -2.4090 2.7304  0.14
H 1.2107 -2.9549 2.9351  0.14
H 1.8805 -3.8576 1.6000  0.12
H -0.2214 -2.0023 1.6580  0.12
H -1.2496 -3.3516 0.3112  0.13
H 0.0164 -4.4627 0.7941  0.13
H -0.1796 -4.3609 -1.6897  0.14
H 1.3922 -3.7258 -1.1954  0.11
H -0.9898 -2.1697 -1.7521  0.09
H -0.2401 -1.3248 -3.6102  0.13
H 0.2175 -3.0183 -3.7013  0.13
H 2.1749 -1.9683 -4.3742  0.14
H 2.4949 -2.3408 -2.7136  0.08
H 1.9534 0.3624 -4.0083  0.14
H 3.3815 -0.2099 -3.1846  0.12
H 1.1174 1.0883 -2.1773  0.12
H 2.4960 2.1930 -0.9313  0.13
H 3.7065 1.4821 -1.9787  0.13
H 4.2735 1.1202 0.4220  0.14
H 3.9695 -0.4333 -0.3601  0.11
H 2.0647 1.1198 1.1777  0.09
H 2.0085 -0.2594 2.8612  0.13
H 3.7168 -0.1106 2.4794  0.13
O 3.9219 -2.9787 -1.0701  -0.06
H 3.9862 -3.9434 -1.0795  0.08
H 4.8159 -2.6974 -1.3075  0.08
O -5.8324 6.1913 5.0521  -0.11
S -4.6013 5.9668 4.4109  0.83
O -3.3716 5.8361 5.0811  -0.13
O -4.6048 5.8594 2.9513  -0.20
C -4.8834 4.5599 1.6993  -0.19
N -6.0644 4.6674 1.3107  0.24
C -6.2970 3.6311 0.4468  0.03
C -5.2981 2.7135 0.1489  0.06
C -4.0397 2.8539 0.7368  -0.12
N -3.8255 3.8912 1.6153  0.25
C -2.8831 1.9683 0.4806  -0.12
C -2.9518 0.8626 -0.3617  0.04
C -1.8310 0.0868 -0.5775  -0.08
N -0.6230 0.3152 -0.0219  -0.10
C -0.5751 1.3876 0.7965  -0.07
C -1.6458 2.2147 1.0674  0.04
H -7.2926 3.5834 0.0256  0.15
H -5.5140 1.9163 -0.5456  0.13
H -3.8583 0.5723 -0.8738  0.13
H -1.9217 -0.7532 -1.2453  0.10
H 0.3656 1.6081 1.2722  0.10
H -1.4932 3.0511 1.7349  0.13

***

What is the total energy in the sixth record?
-52117.843 eV